# 1
{
  "formula": "C7H12N4O2",
  "method": "ωB97M-V/def2-TZVPD",
  "symbols": ["C", "C", "C", "C", "C", "C", "C", "H", "H", "H", "H", "H", "H", "H", "H", "H", "H", "H", "H", "N", "N", "N", "N", "O", "O"],
  "coordinates": [[-1.4349, 1.6777, 0.4321], [-2.3723, 0.4697, 0.8211], [-1.1167, -1.4989, 0.8090], [0.2111, -1.3028, -1.2890], [1.4436, -1.1913, -1.8446], [2.5140, -0.6083, -1.0764], [1.2359, -0.5795, 0.8787], [-1.4544, 3.5837, 0.9416], [-1.4859, 2.4720, 2.2705], [-1.4747, 2.0215, -0.6298], [-0.3259, 1.5211, 0.6666], [-2.2849, 0.1544, 1.9435], [-3.3652, 0.8346, 0.5331], [-1.0455, -1.3579, 1.8292], [-1.2420, -2.5566, 0.5694], [-0.5853, -1.6111, -1.9281], [1.3943, -1.0194, -2.9768], [4.3991, 0.1290, -1.2524], [3.8462, -0.9712, -2.7245], [-1.9736, 2.7960, 1.2382], [0.1599, -1.2268, 0.0721], [3.6304, -0.3964, -1.6837], [2.4179, -0.4018, 0.1774], [-2.1352, -0.7279, 0.1903], [1.0442, -0.2098, 2.0325]],
  "forces_ev_per_a": [[0.7187, -0.2258, 0.2698], [0.7665, 1.1215, 1.3361], [0.3321, -0.4278, -4.6912], [2.3973, -0.8492, 1.2745], [-1.2757, 1.6921, -2.8279], [-2.8395, -2.2692, -0.1700], [-0.0766, 0.1914, -1.3207], [0.5868, 1.2646, 0.0673], [-2.0103, 1.8944, -3.2939], [-0.3552, -0.8983, 0.5017], [-1.4611, -0.1976, -0.3379], [-0.4391, 1.7384, -1.4601], [0.0141, -0.3795, 0.4554], [0.5169, 0.6064, 2.0184], [-0.8583, 0.0603, 0.2310], [-0.9648, 0.0229, 0.3619], [0.5961, -0.6589, 1.6543], [-0.6258, -0.7149, -0.2071], [-0.9428, 2.7039, 4.4609], [1.7867, -2.7165, 3.9337], [-0.2411, 1.2007, 2.6176], [4.7023, -1.0550, -5.9163], [-0.6705, 0.9461, 3.0851], [0.4257, -2.0863, -0.5010], [-0.0823, -0.9635, -1.5416]],
  "lowdin_charge": [-0.2797, -0.2265, -0.1286, -0.0603, -0.0391, -0.5236, -0.4388, 0.0256, 0.1643, 0.1176, 0.1069, 0.1507, 0.1207, 0.0964, 0.1381, 0.1275, 0.1241, 0.1166, 0.2310, -0.0464, 0.0279, 0.1124, 0.1739, -0.1298, 0.0392],
  "spin_multiplicity": 1,
  "smiles": "NCCOCn1ccc(N)nc1=O",
  "e_homo_ha": -0.326,
  "gap_ev": 9.48,
  "relative_energy_kj_mol": 212.9
}

=====

# 2
{
  "formula": "C20H14CrN4O5S",
  "method": "ωB97M-V/def2-TZVPD",
  "symbols": ["Cr", "O", "C", "O", "C", "C", "C", "C", "C", "O", "C", "C", "O", "O", "H", "H", "H", "H", "H", "H", "H", "H", "S", "N", "C", "C", "C", "C", "C", "N", "C", "C", "N", "C", "C", "C", "C", "C", "N", "H", "H", "H", "H", "H", "H"],
  "coordinates": [[-0.4015, 0.7693, -0.2673], [-3.1520, 3.2774, -1.0047], [-2.6570, 2.2937, -0.5502], [-1.7370, 1.5575, -1.2018], [-3.0728, 1.7127, 0.8193], [-3.0765, 0.1822, 0.7521], [-3.7855, -0.4409, 1.9455], [-2.7657, -0.2192, 3.0873], [-1.6593, 0.5432, 2.3807], [-1.6512, -0.0987, 1.0478], [-2.0838, 1.9705, 2.0127], [-0.8315, 2.7865, 1.6840], [-0.6522, 3.8869, 2.1126], [0.0293, 2.1456, 0.8996], [-4.0519, 2.1237, 1.0511], [-3.3142, -0.2313, -0.2232], [-3.9777, -1.4986, 1.7778], [-4.7401, 0.0493, 2.1249], [-2.3892, -1.1646, 3.4731], [-3.1668, 0.3516, 3.9219], [-0.6649, 0.4565, 2.8093], [-2.5978, 2.4710, 2.8289], [5.6440, -3.1830, -1.5072], [5.4478, -1.5886, -1.4130], [4.1443, -1.3609, -1.3867], [3.5112, -0.0664, -1.3197], [4.2043, 1.1493, -1.3258], [3.4954, 2.3326, -1.2708], [2.1074, 2.2910, -1.1773], [1.4404, 1.1432, -1.1915], [2.1160, -0.0202, -1.2769], [1.3159, -1.2450, -1.3177], [-0.0291, -1.1047, -1.2504], [-0.7953, -2.1838, -1.3529], [-0.2671, -3.4591, -1.5180], [1.1051, -3.6229, -1.5335], [1.9285, -2.4978, -1.4246], [3.3697, -2.5498, -1.4412], [4.1041, -3.6489, -1.5100], [5.2850, 1.1440, -1.3725], [3.9993, 3.2878, -1.2744], [1.5135, 3.1879, -1.0676], [-1.8639, -2.0220, -1.3010], [-0.9313, -4.3050, -1.6148], [1.5540, -4.6018, -1.6340]],
  "forces_ev_per_a": [[0.7529, -0.3638, -0.1515], [-0.0631, 0.1076, -0.1266], [0.0166, -0.1660, 0.4226], [-0.2070, 0.1693, -0.1908], [0.0323, 0.0331, -0.2691], [-0.1039, 0.0638, 0.0219], [-0.0048, -0.0155, -0.0342], [0.0450, -0.0458, 0.0057], [-0.0364, 0.0559, 0.1287], [-0.1708, -0.0402, -0.0461], [0.1215, 0.0178, 0.0933], [-0.5702, 0.0868, -0.0883], [0.1627, 0.1304, 0.1134], [0.1169, -0.0760, -0.1043], [-0.0174, -0.0154, -0.0456], [-0.0256, -0.0054, 0.0081], [0.0146, -0.0018, 0.0084], [-0.0058, 0.0069, -0.0110], [-0.0157, -0.0010, 0.0020], [0.0026, 0.0203, -0.0097], [-0.0199, -0.0123, 0.0279], [0.0320, -0.0050, 0.0251], [-0.0596, 0.0471, 0.0405], [0.0151, 0.0524, -0.0389], [0.0238, -0.3385, -0.0050], [-0.2056, 0.3891, -0.1192], [-0.1076, 0.1164, 0.0163], [0.0673, -0.1322, -0.0227], [-0.0237, 0.0284, -0.0282], [-0.1796, -0.1090, 0.2870], [0.2779, -0.1330, -0.0438], [0.0869, -0.2569, -0.0391], [0.2163, 0.2341, 0.2814], [-0.0005, 0.0413, 0.0021], [0.1937, -0.0524, -0.0142], [-0.1830, 0.0871, 0.0193], [-0.4702, 0.0201, -0.1114], [0.3199, 0.1234, -0.0079], [-0.0472, -0.0342, -0.0296], [0.0133, -0.0107, 0.0016], [0.0011, 0.0035, -0.0006], [0.0042, 0.0032, 0.0174], [-0.0026, -0.0051, 0.0169], [-0.0084, -0.0043, -0.0026], [0.0121, -0.0134, 0.0005]],
  "lowdin_charge": [1.0606, 0.1715, -0.5125, -0.1261, -0.0733, -0.2071, -0.0688, -0.0709, -0.2018, -0.1731, -0.0770, -0.5329, 0.1616, -0.1331, 0.1680, 0.1618, 0.1242, 0.1320, 0.1257, 0.1324, 0.1709, 0.1682, 1.0813, -0.1982, -0.2975, -0.0634, 0.0548, 0.0141, -0.0470, 0.0334, -0.1216, -0.1161, 0.0456, -0.0648, 0.0021, 0.0526, -0.0639, -0.2998, -0.2005, 0.1338, 0.1266, 0.1419, 0.1292, 0.1236, 0.1335],
  "spin_multiplicity": 4,
  "e_homo_ha": [-0.462, -0.463],
  "charge": 1,
  "gap_ev": [8.36, 8.22]
}

=====

# 3
{
  "formula": "C10H17NO2S",
  "method": "ωB97M-V/def2-TZVPD",
  "symbols": ["C", "C", "C", "C", "C", "C", "C", "C", "C", "C", "N", "O", "O", "S", "H", "H", "H", "H", "H", "H", "H", "H", "H", "H", "H", "H", "H", "H", "H", "H", "H"],
  "coordinates": [[1.6730, -1.8769, 0.7566], [2.1097, -0.7012, 1.1920], [0.2241, -2.1841, 0.7031], [1.1615, 0.3043, 1.6702], [-0.6602, -0.6181, -0.8294], [-0.7107, -1.0257, 0.6113], [-0.1531, 0.2024, 1.3884], [-2.0892, -1.3751, 1.1113], [-1.0995, 1.3255, 1.6902], [1.0851, 1.9028, -3.2614], [0.4279, 0.3134, -1.2302], [0.7733, 2.8090, -0.8817], [-1.3022, 1.9580, -1.9194], [0.1279, 1.8358, -1.6909], [2.3689, -2.5380, 0.3275], [3.0976, -0.4134, 1.2964], [-0.0740, -2.9521, 0.0864], [0.0442, -2.5234, 1.8024], [1.6156, 1.0983, 2.2250], [1.2263, 0.0079, -0.7807], [-0.5018, -1.5197, -1.4834], [-1.5328, -0.0763, -1.1775], [-2.7432, -0.5381, 1.0604], [-2.0842, -1.9438, 1.9842], [-2.4478, -2.1759, 0.3722], [-0.9086, 2.1488, 0.8839], [-1.0233, 1.7712, 2.6857], [-2.2114, 1.0898, 1.7463], [1.2634, 2.9727, -3.3544], [1.9259, 1.2775, -3.0073], [0.4175, 1.4444, -3.9770]],
  "forces_ev_per_a": [[0.0837, 0.8743, -1.1644], [-2.1268, 0.0794, 0.6510], [0.4205, 0.3403, 5.3155], [-0.7515, -0.9436, -0.2226], [-0.5002, 0.5975, -3.0765], [1.4233, 2.1484, 0.6693], [0.1258, -0.2719, 1.0757], [-0.0868, -1.9107, -3.7005], [-1.3564, 1.5038, -0.7892], [-1.7091, -0.0003, 1.8509], [-2.7434, -0.9029, -0.4084], [0.5030, 0.5608, 1.1563], [1.0516, -0.3129, 0.0582], [-0.1829, -0.0042, -1.8141], [0.7311, -1.1098, -0.2386], [2.0603, 0.0245, -0.1106], [-0.4172, -1.7755, -1.4919], [0.1684, -0.2256, -1.4242], [-0.2843, 0.7175, 0.1505], [2.5284, 0.3454, 0.7729], [-0.5385, 0.6494, 0.5722], [-0.5651, -0.3856, 0.1183], [-0.6676, 0.2455, 0.2268], [0.0963, -0.2306, 1.9894], [-0.0254, 1.1310, 0.6412], [-0.6522, -1.2405, 1.5629], [0.9135, 0.0779, -0.1313], [1.4799, 0.0438, -0.7662], [0.2733, -0.2716, -0.5312], [0.5223, 0.1633, -0.4051], [0.2258, 0.0829, -0.5362]],
  "lowdin_charge": [-0.0796, -0.0988, -0.1481, -0.0434, -0.1472, -0.4807, -0.2065, -0.0191, -0.0396, -0.1043, -0.1263, -0.3093, -0.3131, 0.5664, 0.0937, 0.0841, 0.0946, 0.1661, 0.1107, 0.0567, 0.1444, 0.1097, 0.0619, 0.0671, 0.1243, 0.1032, 0.0795, 0.0844, 0.0619, 0.0500, 0.0574],
  "spin_multiplicity": 1,
  "smiles": "CC1=CC=CC[C@]1(C)CNS(C)(=O)=O",
  "e_homo_ha": -0.306,
  "gap_ev": 8.97,
  "relative_energy_kj_mol": 58.3
}

=====

# 4
{
  "formula": "C3H7F",
  "method": "ωB97M-V/def2-TZVPD",
  "symbols": ["C", "C", "C", "F", "H", "H", "H", "H", "H", "H", "H"],
  "coordinates": [[-1.0759, 0.9217, -0.1277], [-0.8718, -0.5450, 0.0107], [1.9816, -0.6988, -0.0165], [2.0670, 0.5426, 0.3805], [-1.4698, 1.3004, -1.1139], [-1.9278, 1.3069, 0.7056], [-0.0677, 1.4720, 0.0854], [-0.5884, -0.9917, 0.8726], [-1.2083, -1.2246, -0.6968], [1.6628, -1.2636, 0.8489], [1.4983, -0.8201, -0.9487]],
  "forces_ev_per_a": [[-0.7049, 1.7794, 1.6524], [-0.5021, 2.2386, -1.6919], [-0.7248, -1.0698, 1.1765], [0.6341, 2.2080, 0.1062], [0.5092, -0.7669, 0.9289], [2.3681, -0.8148, -1.9772], [-1.9129, -0.6818, -0.1573], [0.7976, -0.8270, 2.7966], [-0.6269, -0.9437, -1.4848], [0.2996, -0.8637, -0.2218], [-0.1370, -0.2582, -1.1276]],
  "lowdin_charge": [-0.1935, -0.0757, -0.0566, -0.0479, 0.0639, 0.1246, 0.0754, -0.0020, 0.0243, 0.0531, 0.0344],
  "spin_multiplicity": 1,
  "e_homo_ha": [-0.298, -0.319],
  "gap_ev": [8.57, 9.24],
  "relative_energy_kj_mol": 466.3
}

=====

# 5
{
  "formula": "C2H6N2S2",
  "method": "ωB97M-V/def2-TZVPD",
  "symbols": ["C", "C", "H", "H", "H", "H", "H", "H", "N", "N", "S", "S"],
  "coordinates": [[-2.7105, 0.1677, 0.1320], [1.0373, 0.6464, -0.0902], [-3.6196, -0.6040, -0.2715], [-2.6134, 1.0390, -0.6177], [-2.7305, 0.4120, 1.2661], [1.5646, 1.5801, 0.0595], [1.6009, -1.3743, 0.2576], [3.6030, -1.3095, -0.9976], [-0.2601, 0.6832, -0.0632], [1.8483, -0.4215, 0.2363], [-1.1690, -0.7177, -0.0003], [3.4490, -0.1014, 0.0889]],
  "forces_ev_per_a": [[-1.9549, -0.9664, -0.4645], [-2.7355, -0.4500, 1.8945], [2.4557, 2.2729, 1.4966], [-0.4484, -1.2108, 1.6277], [-0.8642, 0.1181, -2.2446], [-0.0162, 0.2715, -0.7332], [-0.8976, -0.8118, 0.1649], [0.3434, 2.9780, 2.0788], [2.1838, 0.4446, -0.7096], [-0.7806, 1.4436, -0.1931], [0.3591, -0.5657, -0.3816], [2.3553, -3.5239, -2.5359]],
  "lowdin_charge": [-0.4659, -0.4269, 0.0976, 0.0461, 0.0439, 0.0873, 0.0463, 0.0059, -0.3489, -0.5064, 0.7254, 0.6955],
  "spin_multiplicity": 1,
  "smiles": "CS/N=C\\NS",
  "e_homo_ha": -0.290,
  "gap_ev": 7.92,
  "relative_energy_kj_mol": 270.5
}

=====

no.,strongest force on any atom (eV Å⁻¹)
1,7.63
2,0.85
3,5.34
4,3.19
5,4.94